(1)
32
Properties=species:S:1:pos:R:3 method="wB97M-V/def2-TZVPD" molar_mass_g_mol=228.33 gap_ev=9.0 lumo_energy_ev=0.3 multiplicity=1 de_lowest_kcal_mol=0.00 energy_ha=-1412.18628 smiles=CSSCCCO.O.O.O.O.O largest_force_ev_per_a=2.5 charge=0
C -1.700 -3.040 0.577
S -2.477 -2.603 -1.007
S -3.178 -0.696 -0.638
C -1.724 0.303 -0.417
C -1.057 0.867 -1.648
C -0.296 2.161 -1.383
O 0.214 2.771 -2.548
H -1.640 -2.255 1.331
H -2.280 -3.868 0.978
H -0.644 -3.320 0.522
H -2.179 1.169 0.068
H -1.020 -0.057 0.332
H -1.710 0.994 -2.523
H -0.329 0.223 -2.162
H -0.970 2.837 -0.834
H 0.523 2.026 -0.687
H -0.505 2.786 -3.189
O 1.342 -1.983 -1.631
H 1.901 -2.701 -1.312
H 0.497 -2.387 -1.854
O 2.283 1.618 1.733
H 2.681 2.476 1.850
H 2.763 1.005 1.148
O 2.444 0.201 -0.492
H 2.373 -0.596 -0.961
H 1.900 0.859 -0.911
O 1.753 -2.557 1.685
H 2.609 -2.515 2.122
H 1.364 -1.685 1.794
O -1.337 2.748 3.543
H -0.871 1.908 3.467
H -0.730 3.310 3.049

(2)
62
Properties=species:S:1:pos:R:3 method="wB97M-V/def2-TZVPD" s_squared=3.79 molar_mass_g_mol=466.42 gap_ev="6.7 / 6.4" lumo_energy_ev="-14.8 / -15.1" multiplicity=4 energy_ha=-1924.84277 largest_force_ev_per_a=4.5 charge=+4
Tc -0.975 -0.098 -0.063
P -2.644 -0.439 -1.594
P -0.066 -2.214 0.134
P 0.107 1.256 -1.467
H -1.040 0.932 2.551
C -1.040 1.393 1.552
C -2.288 1.501 0.819
H -3.227 1.147 1.277
C -4.302 -1.018 -1.056
C -2.249 -1.668 -2.896
C -3.206 0.964 -2.642
C 0.513 -2.418 1.849
C -1.063 -3.739 -0.058
C 1.378 -2.553 -0.915
C -0.639 2.906 -1.789
C 0.498 0.590 -3.126
C 1.741 1.780 -0.879
H -0.314 2.213 1.476
H -2.466 2.387 0.195
H -4.671 -0.464 -0.182
H -4.302 -2.092 -0.826
H -4.993 -0.848 -1.894
H -2.022 -2.644 -2.456
H -1.408 -1.353 -3.524
H -3.129 -1.773 -3.544
H -3.398 1.853 -2.028
H -4.156 0.670 -3.111
H -2.505 1.214 -3.450
H 1.481 -2.946 1.886
H -0.246 -3.018 2.373
H 0.593 -1.464 2.394
H -0.387 -4.593 -0.199
H -1.766 -3.698 -0.896
H -1.641 -3.898 0.859
H 1.745 -3.574 -0.736
H 2.178 -1.828 -0.720
H 1.076 -2.445 -1.966
H 0.130 3.543 -2.245
H -0.962 3.368 -0.849
H -1.492 2.838 -2.471
H 1.306 1.202 -3.552
H -0.362 0.625 -3.806
H 0.839 -0.450 -3.033
H 2.123 2.626 -1.473
H 2.448 0.937 -0.918
H 1.649 2.080 0.172
C 3.081 0.954 2.302
C 3.835 0.138 3.168
C 4.905 0.704 3.865
C 5.281 2.047 3.680
C 4.571 2.820 2.753
C 3.478 2.286 2.081
O 1.881 0.609 1.723
H 1.728 -0.319 1.409
H 3.589 -0.912 3.283
H 5.490 0.089 4.566
H 6.136 2.476 4.219
H 4.864 3.853 2.546
H 2.937 2.889 1.361
O -2.573 -1.376 1.725
H -2.742 -1.058 2.626
H -3.309 -1.993 1.521

(3)
15
Properties=species:S:1:pos:R:3 method="wB97M-V/def2-TZVPD" molar_mass_g_mol=100.12 gap_ev=8.2 lumo_energy_ev=-0.4 multiplicity=1 de_lowest_kcal_mol=121.45 energy_ha=-341.81011 largest_force_ev_per_a=3.6 charge=0
C 0.801 -0.045 1.534
C 0.399 0.803 0.323
C -0.284 -0.064 -0.689
N -0.105 0.312 -1.977
C -1.131 -1.152 -0.337
O -0.176 -0.650 2.203
N 0.928 1.919 -0.036
H -0.878 -1.217 1.127
H 0.371 1.209 -2.067
H -0.872 0.164 -2.619
H 1.498 2.306 0.720
H 1.610 0.428 2.116
H 1.234 -0.888 0.725
H -2.082 -1.311 0.164
H -1.312 -1.814 -1.187

(4)
15
Properties=species:S:1:pos:R:3 method="wB97M-V/def2-TZVPD" molar_mass_g_mol=211.03 gap_ev="7.4 / 8.3" lumo_energy_ev="-5.1 / -5.5" multiplicity=1 de_lowest_kcal_mol=107.65 energy_ha=-564.00796 largest_force_ev_per_a=4.5 charge=+1
C -0.018 -1.022 0.035
C -0.293 0.010 -1.059
C 0.023 1.775 0.699
C 1.317 -1.427 0.415
N -1.111 -1.485 0.518
N -0.945 1.149 -0.216
I 3.158 -0.802 -0.380
H 0.534 0.235 -1.648
H -1.051 -0.321 -1.826
H 0.780 1.053 1.069
H 0.180 2.828 0.631
H 1.431 -2.108 1.133
H -0.879 -2.270 1.197
H -1.429 1.819 -0.841
H -1.696 0.568 0.275